No. 1
{
  "formula": "C34H60B3IN8O5",
  "method": "ωB97M-V/def2-TZVPD",
  "e_lumo_ev": 0.248,
  "smiles": "O=C(I)CB1OBOB(O)O1.CCCC#N.CCCC#N.CCCC#N.CCCC#N.CCCC#N.CCCC#N.CCCC#N.CCCC#N",
  "mol_weight_g_mol": 820.25,
  "elements": ["O", "C", "I", "C", "B", "O", "B", "O", "B", "O", "O", "H", "H", "H", "H", "C", "C", "C", "C", "N", "H", "H", "H", "H", "H", "H", "H", "C", "C", "C", "C", "N", "H", "H", "H", "H", "H", "H", "H", "C", "C", "C", "C", "N", "H", "H", "H", "H", "H", "H", "H", "C", "C", "C", "C", "N", "H", "H", "H", "H", "H", "H", "H", "C", "C", "C", "C", "N", "H", "H", "H", "H", "H", "H", "H", "C", "C", "C", "C", "N", "H", "H", "H", "H", "H", "H", "H", "C", "C", "C", "C", "N", "H", "H", "H", "H", "H", "H", "H", "C", "C", "C", "C", "N", "H", "H", "H", "H", "H", "H", "H"],
  "positions_angstrom": [[-0.144, 4.026, 3.645], [-0.163, 3.248, 2.651], [-2.047, 2.263, 2.225], [1.206, 3.061, 1.858], [1.078, 3.351, 0.245], [2.342, 3.733, -0.390], [2.268, 3.579, -1.819], [1.064, 4.100, -2.458], [0.012, 3.268, -1.900], [-0.837, 2.480, -2.748], [-0.162, 3.216, -0.471], [1.670, 2.024, 2.076], [1.960, 3.854, 2.229], [3.086, 3.075, -2.503], [-0.822, 1.562, -2.376], [-3.984, 2.268, -4.762], [-4.270, 1.376, -5.965], [-4.314, -0.111, -5.607], [-2.990, -0.540, -5.047], [-1.949, -0.876, -4.608], [-3.002, 2.058, -4.331], [-3.990, 3.319, -5.059], [-4.740, 2.130, -3.983], [-3.504, 1.550, -6.727], [-5.230, 1.666, -6.403], [-4.535, -0.706, -6.497], [-5.096, -0.305, -4.867], [5.060, 2.962, 4.684], [6.046, 2.518, 3.610], [5.412, 2.440, 2.219], [4.290, 1.444, 2.226], [3.410, 0.661, 2.232], [4.237, 2.252, 4.795], [5.559, 3.032, 5.652], [4.638, 3.944, 4.447], [6.456, 1.542, 3.886], [6.883, 3.222, 3.582], [6.158, 2.131, 1.481], [5.022, 3.416, 1.918], [-2.090, 1.134, -11.905], [-2.813, 2.266, -11.182], [-2.996, 1.996, -9.686], [-3.815, 0.754, -9.487], [-4.458, -0.221, -9.332], [-2.656, 0.201, -11.860], [-1.956, 1.383, -12.960], [-1.101, 0.959, -11.469], [-3.789, 2.421, -11.652], [-2.243, 3.191, -11.310], [-3.505, 2.838, -9.211], [-2.026, 1.867, -9.197], [-1.220, -3.752, -5.416], [-1.506, -4.644, -6.620], [-1.552, -6.132, -6.263], [-0.228, -6.565, -5.702], [0.811, -6.903, -5.264], [-0.238, -3.962, -4.984], [-1.225, -2.704, -5.712], [-1.976, -3.890, -4.637], [-0.739, -4.470, -7.381], [-2.466, -4.354, -7.057], [-1.772, -6.727, -7.153], [-2.333, -6.326, -5.523], [1.537, 0.414, 6.280], [1.975, -0.378, 7.508], [2.691, 0.485, 8.550], [3.929, 1.085, 7.950], [4.901, 1.556, 7.479], [2.393, 0.835, 5.747], [1.007, -0.235, 5.579], [0.868, 1.233, 6.560], [2.631, -1.195, 7.189], [1.094, -0.835, 7.969], [2.971, -0.123, 9.413], [2.036, 1.287, 8.898], [3.993, -5.852, -2.048], [3.703, -6.741, -3.253], [3.653, -8.228, -2.899], [4.976, -8.666, -2.339], [6.014, -9.010, -1.901], [4.975, -6.065, -1.616], [3.991, -4.800, -2.343], [3.237, -5.989, -1.269], [4.471, -6.567, -4.015], [2.746, -6.447, -3.690], [3.430, -8.820, -3.790], [2.871, -8.420, -2.160], [3.264, 1.032, 12.555], [2.506, 2.334, 12.788], [0.993, 2.131, 12.901], [0.461, 1.535, 11.630], [0.044, 1.069, 10.632], [2.978, 0.562, 11.611], [4.339, 1.221, 12.510], [3.078, 0.319, 13.365], [2.727, 3.025, 11.968], [2.873, 2.799, 13.707], [0.498, 3.088, 13.080], [0.756, 1.465, 13.735], [-6.595, 2.473, 1.860], [-6.868, 1.584, 0.651], [-6.904, 0.094, 1.003], [-5.580, -0.329, 1.568], [-4.540, -0.661, 2.010], [-5.613, 2.269, 2.296], [-6.607, 3.525, 1.567], [-7.353, 2.326, 2.634], [-6.099, 1.767, -0.106], [-7.828, 1.869, 0.210], [-7.116, -0.498, 0.110], [-7.688, -0.108, 1.738]],
  "forces_ev_per_a": [[-0.45, -3.14, -4.01], [1.94, 3.29, 3.81], [0.79, 0.03, -0.08], [-0.51, 0.15, -0.61], [0.38, 0.11, 0.43], [-2.40, -1.64, -1.56], [-1.61, 2.10, 0.93], [0.08, -3.02, 1.82], [-0.83, 0.33, -0.70], [2.00, 0.38, 1.90], [2.96, -0.01, -1.06], [-0.95, 1.56, -0.47], [-1.36, -1.26, -0.16], [0.34, 0.08, 0.17], [-0.55, 1.03, -0.42], [0.06, 0.05, 0.02], [-0.02, 0.38, 0.10], [0.81, -0.07, 0.08], [2.00, -0.90, 0.97], [-3.12, 1.32, -1.18], [-0.08, 0.00, 0.00], [-0.03, -0.07, 0.06], [0.06, 0.03, -0.04], [-0.09, -0.13, 0.02], [0.05, -0.18, -0.05], [0.11, -0.05, 0.10], [0.16, -0.03, 0.02], [0.09, 0.17, 0.00], [-0.04, 0.06, 0.38], [-0.41, -0.65, 0.21], [-1.76, -1.57, -0.29], [2.64, 2.24, 0.03], [0.07, 0.06, -0.02], [-0.12, -0.02, -0.13], [-0.01, -0.06, -0.02], [0.00, 0.08, -0.12], [-0.04, -0.08, -0.15], [-0.21, -0.06, -0.05], [-0.11, -0.14, -0.02], [0.03, -0.02, -0.07], [0.10, -0.07, -0.36], [-0.53, -0.60, -0.16], [-1.28, -1.95, 0.61], [1.87, 2.84, -0.44], [0.04, 0.06, 0.07], [0.03, -0.01, 0.10], [-0.07, -0.01, -0.05], [0.06, 0.05, 0.14], [-0.10, -0.02, 0.13], [-0.02, -0.18, 0.07], [-0.12, -0.10, 0.02], [0.06, -0.05, -0.17], [0.08, 0.33, 0.14], [0.80, -0.02, 0.10], [1.98, -0.97, 0.92], [-3.03, 1.01, -1.30], [-0.08, -0.06, -0.01], [0.00, -0.22, 0.08], [0.07, 0.07, -0.03], [-0.11, -0.12, 0.00], [0.05, -0.15, -0.03], [0.11, -0.09, 0.15], [0.16, -0.04, 0.02], [-0.06, 0.00, -0.05], [-0.19, -0.10, -0.32], [0.63, 0.15, -0.55], [2.04, 1.06, -0.68], [-2.82, -1.48, 1.50], [-0.04, 0.00, 0.06], [0.02, 0.08, 0.06], [0.05, -0.05, -0.04], [-0.01, 0.06, 0.13], [0.13, 0.07, 0.11], [0.10, 0.15, -0.07], [0.12, -0.03, -0.05], [0.06, 0.04, 0.01], [-0.03, 0.44, 0.07], [0.82, 0.00, 0.13], [2.00, -1.00, 0.93], [-3.00, 1.06, -1.29], [-0.08, -0.04, 0.01], [-0.05, -0.07, 0.05], [0.07, 0.03, -0.04], [-0.09, -0.13, 0.01], [0.10, -0.21, -0.03], [0.08, -0.05, 0.14], [0.14, -0.04, 0.00], [0.10, -0.01, 0.03], [0.33, -0.10, -0.07], [-0.06, -0.19, -0.79], [-1.14, -0.94, -1.89], [1.31, 1.35, 2.88], [-0.05, 0.03, 0.11], [-0.08, -0.04, 0.03], [0.02, 0.03, -0.08], [-0.11, 0.01, 0.11], [-0.15, 0.03, -0.05], [-0.09, -0.15, -0.10], [-0.05, -0.02, -0.15], [0.00, 0.08, 0.00], [0.04, 0.35, 0.07], [0.82, -0.01, 0.16], [1.99, -0.95, 0.92], [-2.99, 1.06, -1.30], [-0.08, -0.04, -0.01], [-0.03, -0.08, 0.05], [0.08, 0.02, -0.03], [-0.09, -0.12, 0.01], [0.05, -0.15, -0.02], [0.10, -0.08, 0.15], [0.15, -0.04, 0.01]]
}



No. 2
{
  "formula": "C13H22Cl12N2O3S",
  "method": "ωB97M-V/def2-TZVPD",
  "e_above_lowest_kj_mol": 25.58,
  "e_lumo_ev": 0.120,
  "smiles": "N#CC[C@@H](C#N)CCCS(=O)(=O)O.ClCCl.ClCCl.ClCCl.ClCCl.ClCCl.ClCCl",
  "mol_weight_g_mol": 711.83,
  "elements": ["N", "C", "C", "C", "C", "N", "C", "C", "C", "S", "O", "O", "O", "H", "H", "H", "H", "H", "H", "H", "H", "H", "H", "Cl", "C", "Cl", "H", "H", "Cl", "C", "Cl", "H", "H", "Cl", "C", "Cl", "H", "H", "Cl", "C", "Cl", "H", "H", "Cl", "C", "Cl", "H", "H", "Cl", "C", "Cl", "H", "H"],
  "positions_angstrom": [[1.738, -1.999, 0.452], [1.973, -0.976, 0.914], [2.339, 0.265, 1.581], [1.058, 1.064, 1.936], [1.467, 2.125, 2.868], [1.884, 3.070, 3.369], [0.458, 1.724, 0.672], [-1.065, 1.796, 0.632], [-1.788, 0.453, 0.833], [-2.374, 0.206, 2.508], [-3.776, 0.491, 2.524], [-1.643, 1.011, 3.445], [-2.204, -1.349, 2.801], [3.009, 0.858, 0.957], [2.892, 0.058, 2.498], [0.374, 0.386, 2.435], [0.879, 1.275, -0.229], [0.817, 2.754, 0.675], [-1.481, 2.523, 1.329], [-1.342, 2.149, -0.359], [-1.231, -0.413, 0.470], [-2.703, 0.472, 0.241], [-1.267, -1.531, 2.984], [-0.110, -3.662, -4.187], [0.396, -2.552, -2.906], [-0.593, -1.085, -2.882], [0.298, -3.053, -1.951], [1.428, -2.271, -3.078], [-1.836, 5.418, 1.794], [-0.847, 5.978, 0.443], [-0.691, 4.740, -0.815], [-1.313, 6.854, 0.008], [0.142, 6.219, 0.813], [-6.634, -2.237, 5.214], [-4.969, -1.649, 5.118], [-4.065, -1.992, 6.601], [-4.473, -2.140, 4.290], [-4.985, -0.578, 4.960], [0.629, -0.908, -7.972], [0.112, -2.595, -7.872], [0.937, -3.601, -9.072], [0.351, -2.971, -6.885], [-0.955, -2.646, -8.049], [5.013, -1.138, -8.298], [4.306, -2.754, -8.423], [4.964, -3.853, -7.203], [3.237, -2.678, -8.279], [4.524, -3.154, -9.405], [1.415, 0.195, 4.823], [1.361, 0.497, 6.565], [2.154, -0.785, 7.484], [1.867, 1.435, 6.761], [0.322, 0.554, 6.867]],
  "forces_ev_per_a": [[-0.29, 0.05, -0.18], [0.48, -0.27, 0.11], [-0.17, 0.36, 0.30], [0.67, 0.16, -0.39], [-0.07, 0.62, -0.60], [-0.08, -0.05, 0.15], [-0.10, 0.52, 0.59], [-0.12, -0.60, -0.18], [0.05, -0.04, -0.44], [-1.42, 1.76, 0.50], [-0.16, -0.92, -0.42], [1.07, -0.75, -0.18], [0.35, 0.20, -0.12], [-0.12, 0.00, -0.13], [0.01, -0.30, -0.07], [-0.14, 0.10, 0.02], [-0.26, -0.32, 0.02], [0.07, -0.01, -0.21], [0.24, 0.07, 0.08], [-0.05, 0.00, 0.01], [0.21, 0.03, 0.24], [-0.14, -0.13, 0.19], [-0.11, -0.14, 0.13], [0.01, -0.04, 0.02], [0.10, -0.02, 0.10], [0.01, 0.05, 0.06], [-0.06, 0.00, -0.01], [-0.02, 0.03, -0.07], [0.01, 0.02, 0.01], [0.02, 0.07, 0.07], [0.06, 0.24, -0.13], [-0.06, -0.05, -0.03], [0.01, -0.09, 0.02], [0.00, 0.01, -0.03], [0.01, 0.07, -0.09], [0.06, 0.02, -0.02], [-0.01, -0.06, 0.03], [-0.03, 0.00, 0.04], [0.00, 0.00, 0.04], [-0.04, 0.01, 0.08], [-0.15, -0.11, -0.05], [0.06, 0.02, 0.00], [0.02, 0.03, -0.09], [-0.02, 0.01, -0.04], [0.02, 0.04, 0.00], [-0.04, -0.05, -0.01], [0.06, 0.06, 0.07], [0.08, 0.00, 0.02], [-0.03, -0.60, 0.55], [-0.03, 0.06, 0.15], [-0.02, 0.03, 0.01], [0.06, -0.03, -0.07], [-0.02, -0.07, -0.06]]
}



No. 3
{
  "formula": "C4H12N2O",
  "method": "ωB97M-V/def2-TZVPD",
  "e_above_lowest_kj_mol": 259.78,
  "e_lumo_ev": 0.900,
  "smiles": "C=NCCCN.O",
  "mol_weight_g_mol": 104.15,
  "elements": ["C", "N", "C", "C", "C", "N", "H", "H", "H", "H", "H", "H", "H", "H", "H", "H", "O", "H", "H"],
  "positions_angstrom": [[-2.244, 0.035, -1.984], [-1.274, -0.365, -1.274], [-1.515, -0.580, 0.179], [-0.129, -0.723, 0.845], [0.389, 0.707, 1.212], [0.511, 1.570, -0.005], [-1.991, 0.214, -3.031], [-3.203, 0.473, -1.695], [-2.100, 0.235, 0.633], [-2.087, -1.525, 0.139], [0.455, -1.122, 0.026], [-0.230, -1.177, 1.830], [1.437, 0.637, 1.482], [-0.200, 1.250, 1.937], [1.420, 1.909, -0.255], [-0.253, 2.225, -0.037], [3.274, -0.661, 0.598], [3.936, -1.225, 0.155], [2.694, -1.350, 0.918]],
  "forces_ev_per_a": [[1.37, 1.05, -0.66], [-1.30, -0.10, 0.35], [0.36, -0.43, -0.96], [-1.61, 2.52, 0.51], [1.60, 0.16, -2.64], [-1.34, -0.79, 0.58], [-0.28, -0.34, -0.08], [-0.12, -0.44, 0.61], [-0.10, -0.28, -0.12], [0.19, 0.34, 0.75], [0.70, -0.61, 0.59], [0.32, -1.02, -0.33], [-0.09, -0.28, 1.01], [-0.20, -0.35, 0.53], [-0.04, 0.23, 0.28], [0.48, 0.36, -0.40], [0.78, -0.70, -0.45], [-0.07, 0.71, 0.07], [-0.66, -0.02, 0.36]]
}



No. 4
{
  "formula": "C33H38N7",
  "method": "ωB97M-V/def2-TZVPD",
  "total_charge": -1,
  "e_above_lowest_kj_mol": 0.00,
  "e_lumo_ev": 1.645,
  "mol_weight_g_mol": 532.72,
  "elements": ["N", "C", "C", "C", "C", "N", "C", "C", "C", "C", "H", "H", "H", "H", "H", "H", "H", "H", "H", "H", "H", "H", "H", "N", "C", "C", "C", "C", "C", "H", "H", "H", "H", "H", "N", "C", "C", "C", "C", "C", "H", "H", "H", "H", "H", "N", "C", "C", "C", "C", "C", "H", "H", "H", "H", "H", "N", "C", "C", "C", "C", "C", "H", "H", "H", "H", "H", "N", "C", "C", "C", "C", "C", "H", "H", "H", "H", "H"],
  "positions_angstrom": [[-6.361, -2.115, -4.863], [-6.329, -3.532, -4.568], [-5.592, -3.801, -3.237], [-6.535, -3.765, -2.036], [-6.900, -2.345, -1.598], [-5.761, -1.453, -1.501], [-5.477, -0.393, -2.308], [-4.307, 0.185, -1.890], [-3.851, -0.580, -0.779], [-4.761, -1.581, -0.578], [-7.184, -1.944, -5.444], [-7.347, -3.970, -4.475], [-5.787, -4.140, -5.337], [-4.795, -3.055, -3.147], [-5.108, -4.785, -3.285], [-6.119, -4.288, -1.164], [-7.458, -4.281, -2.326], [-7.638, -1.909, -2.271], [-7.343, -2.373, -0.592], [-6.115, -0.174, -3.150], [-3.830, 1.033, -2.355], [-2.955, -0.419, -0.195], [-4.766, -2.376, 0.155], [-2.947, -6.125, -3.715], [-2.881, -7.118, -2.835], [-1.725, -7.461, -2.148], [-0.575, -6.725, -2.390], [-0.632, -5.683, -3.300], [-1.840, -5.423, -3.935], [-3.805, -7.664, -2.668], [-1.730, -8.279, -1.440], [0.348, -6.957, -1.872], [0.237, -5.076, -3.515], [-1.932, -4.610, -4.646], [-1.810, 2.408, -2.307], [-1.053, 2.203, -1.234], [-0.052, 3.071, -0.819], [0.173, 4.216, -1.566], [-0.608, 4.443, -2.689], [-1.584, 3.511, -3.014], [-1.263, 1.293, -0.681], [0.528, 2.861, 0.070], [0.943, 4.920, -1.275], [-0.468, 5.324, -3.302], [-2.216, 3.653, -3.884], [1.483, 3.426, 2.472], [1.046, 2.463, 3.282], [1.808, 1.920, 4.305], [3.095, 2.401, 4.494], [3.564, 3.406, 3.663], [2.717, 3.881, 2.672], [0.037, 2.110, 3.098], [1.403, 1.135, 4.930], [3.725, 1.997, 5.278], [4.558, 3.819, 3.768], [3.049, 4.665, 1.999], [4.816, -1.641, 3.792], [3.900, -0.831, 3.263], [3.479, -0.901, 1.944], [4.038, -1.866, 1.123], [4.993, -2.717, 1.658], [5.345, -2.564, 2.991], [3.482, -0.087, 3.927], [2.728, -0.214, 1.575], [3.735, -1.954, 0.088], [5.458, -3.486, 1.056], [6.087, -3.214, 3.441], [6.352, 5.677, 3.691], [7.121, 5.437, 4.750], [8.142, 6.279, 5.163], [8.379, 7.434, 4.434], [7.586, 7.696, 3.329], [6.589, 6.790, 3.001], [6.908, 4.523, 5.295], [8.735, 6.033, 6.033], [9.167, 8.117, 4.723], [7.734, 8.584, 2.730], [5.948, 6.963, 2.143]],
  "forces_ev_per_a": [[-0.28, -0.02, 0.27], [0.28, 0.60, -0.09], [-0.18, -0.42, -0.36], [0.24, 0.33, 0.01], [-0.36, -0.01, 0.35], [0.17, 0.03, 0.07], [-0.31, 0.16, -0.19], [-0.01, 0.00, 0.06], [0.28, 0.25, -0.08], [-0.09, -0.22, 0.27], [0.07, -0.03, -0.10], [0.11, -0.28, -0.07], [-0.15, -0.12, 0.00], [-0.07, -0.03, 0.04], [-0.09, 0.07, 0.09], [0.07, -0.03, -0.13], [0.01, -0.01, 0.21], [0.30, 0.06, -0.16], [-0.11, -0.06, -0.12], [0.09, -0.21, -0.03], [0.03, -0.11, 0.12], [-0.05, -0.04, -0.03], [-0.09, 0.05, -0.08], [0.05, -0.15, -0.03], [0.02, 0.02, 0.00], [0.01, 0.02, 0.01], [-0.01, 0.00, 0.00], [0.00, -0.01, 0.02], [-0.04, 0.05, -0.02], [0.01, -0.01, 0.00], [-0.01, 0.00, 0.00], [0.00, 0.00, 0.00], [-0.01, 0.01, 0.00], [0.01, 0.01, 0.01], [0.11, 0.16, -0.07], [-0.02, -0.07, 0.01], [0.01, -0.01, -0.01], [-0.02, 0.00, -0.02], [0.02, 0.00, 0.02], [0.01, -0.01, 0.02], [0.00, 0.01, 0.01], [-0.02, 0.04, 0.02], [0.00, 0.00, 0.01], [-0.01, 0.00, 0.00], [0.01, 0.01, 0.00], [0.01, 0.01, -0.03], [-0.03, -0.01, -0.03], [0.03, 0.07, 0.01], [-0.04, 0.06, 0.04], [0.02, -0.04, 0.03], [-0.01, -0.02, -0.01], [0.00, -0.01, 0.01], [-0.02, 0.00, 0.00], [0.00, 0.00, 0.00], [-0.01, 0.04, -0.02], [0.02, 0.00, 0.01], [0.00, 0.00, -0.03], [0.05, -0.08, 0.01], [-0.01, 0.02, -0.01], [0.00, 0.00, 0.00], [-0.01, 0.01, 0.00], [0.00, 0.01, 0.02], [0.00, -0.03, -0.02], [0.00, 0.01, 0.01], [0.00, 0.00, 0.00], [0.00, -0.01, 0.01], [0.00, -0.01, -0.02], [0.00, -0.02, 0.01], [-0.02, -0.01, -0.01], [0.01, 0.01, 0.00], [0.00, 0.00, 0.00], [0.01, 0.00, 0.01], [-0.02, -0.02, 0.00], [0.01, 0.01, 0.01], [0.00, -0.01, 0.00], [0.00, 0.00, 0.00], [-0.01, 0.00, 0.00], [0.01, 0.01, 0.00]]
}